# 1
C27H42AlCl3N4O3SSi as an isolated structure, computed with ωB97M-V with the def2-TZVPD basis set.

Output
Spin multiplicity: 1
Net charge: 0
LUMO energy (eV): 0.18
Energy above the lowest of the compared OMol25 structures with the same formula, charge and spin (eV): 0.305

Element x y z (Å)
Cl -1.5343 -1.9157 -2.9330
Cl 3.7332 1.4204 0.1434
Cl 2.9524 -1.1127 1.9632
S -1.2185 -0.6921 6.0857
Si -2.6313 -0.2514 -2.5266
Al 2.0802 -0.1107 0.2115
O 0.7450 1.1116 0.6901
O 0.5089 -1.4632 0.4585
O 2.2293 -0.5751 -1.3742
N 0.8250 -1.9030 4.7843
N -0.1202 3.0957 1.3921
N -0.8470 -2.7403 1.7972
N 0.7027 0.4552 4.7319
C 0.9169 2.0511 -5.4814
C 0.0967 4.5223 1.6253
C 2.6683 -0.7119 -2.6767
C -0.7245 3.7729 5.6086
C -1.1833 1.0488 5.9939
C -0.0471 1.4824 5.2590
C 0.1822 2.8555 5.0768
C 0.9907 -0.1541 -4.4913
C -3.7216 0.0617 -3.9989
C 2.4982 -3.2496 -1.9813
C -0.0078 -1.7153 1.5857
C -1.6044 -2.8572 3.0393
C 0.4623 0.7316 -5.4380
C 2.5537 -2.2205 -3.0817
C 2.5686 -2.5982 -4.3875
C -1.4165 1.1675 -2.2946
C 1.9741 0.2760 -3.5931
C -0.8869 -3.8834 0.8828
C 0.2598 -0.7157 5.1269
C -3.3077 -0.7007 -0.8358
C 2.2494 1.6467 -3.4908
C -1.4051 2.5029 1.7863
C -1.8605 3.3288 6.3099
C -2.0990 1.9615 6.4955
C 0.8556 2.3735 0.8544
C 2.4786 -4.0013 -4.8634
C 1.7609 2.5239 -4.4656
H -2.9714 1.5863 7.0283
H -0.2336 0.3434 -6.1870
H -0.7830 4.9524 2.1167
H -1.8555 1.9215 0.9734
H 1.5144 -3.7405 -1.9089
H 2.1491 -4.0158 -5.9042
H 0.2132 -1.1004 2.4842
H 2.7020 -1.8554 -5.1725
H -0.8522 1.2952 -3.2234
H 1.7257 -1.8535 4.3076
H 0.9872 4.6672 2.2541
H -2.3446 -3.6594 2.9107
H 3.4365 -4.5379 -4.8241
H -3.3900 -0.5470 -4.8532
H 0.5877 2.7177 -6.2904
H 3.7480 -0.4843 -2.7546
H -2.0831 3.3238 2.0347
H -2.6482 -0.2867 -0.0678
H 2.0669 3.5730 -4.4596
H 1.0810 3.1632 4.5409
H -1.6344 -4.5884 1.2596
H -1.1622 -3.5721 -0.1323
H 3.2629 -4.0287 -2.1488
H -4.2916 -0.2606 -0.6887
H 0.7212 -1.2034 -4.5262
H -3.6456 1.1232 -4.2729
H -1.8356 2.1389 -2.0097
H 0.2731 5.0394 0.6698
H -0.9323 -3.1067 3.8777
H 2.9299 1.9796 -2.7048
H -0.5500 4.8428 5.4824
H -1.3009 1.8613 2.6720
H 1.7810 2.8738 0.5467
H -2.5703 4.0582 6.7093
H -3.3547 -1.7712 -0.6366
H -4.7722 -0.1876 -3.7904
H -0.6886 0.8780 -1.5249
H 0.0720 -4.4221 0.8419
H 1.7489 -4.5850 -4.2914
H 2.6847 -2.7742 -1.0155
H 0.6470 -2.6690 5.4251
H -2.1095 -1.9067 3.2646

Forces on atoms 1 to 6 (eV/Å):
Cl 0.7 -0.9 -0.4
Cl 0.1 0.5 0.0
Cl 0.1 -0.2 0.3
S 0.2 0.2 -0.1
Si 0.7 0.7 0.7
Al 0.2 -0.1 0.6

---

# 2
C27H42BBeN7Si as an isolated structure, computed with ωB97M-V with the def2-TZVPD basis set.

Output
Spin multiplicity: 1
Net charge: 0
LUMO energy (eV): 0.69
Energy above the lowest of the compared OMol25 structures with the same formula, charge and spin (eV): 0.228

Element x y z (Å)
Si -0.2585 -2.5982 -2.1095
N 1.1731 0.6312 -0.9023
N -0.2300 3.3695 -0.7287
N -1.4608 1.5615 -1.9678
N -0.1334 2.8551 0.5200
N -1.6771 0.6345 -0.9914
N 1.0633 1.5678 -1.8814
N -0.2370 -1.8067 -0.5599
C -2.9915 0.3574 -0.9864
C -0.3270 4.7130 -0.6804
C -2.6122 1.8343 -2.5790
C -0.1658 3.8860 1.3514
C -0.0144 3.7069 2.8375
C -3.7521 -1.9812 -0.3196
C -3.7112 -0.4921 0.0272
C 0.3739 -1.7497 3.0719
C -3.1958 -0.2733 1.4446
C 0.1450 -3.6464 1.0689
C 2.4715 0.3513 -0.7442
C -0.2970 5.0967 0.6381
C 1.2831 4.3617 3.3190
C -0.6229 -4.4359 -2.1150
C 0.3928 -4.0274 2.3781
C -1.5304 -1.7606 -3.2012
C 3.2111 1.0991 -1.6629
C 0.1259 -1.3700 1.7648
C 1.3534 -2.3519 -3.0422
C 0.0069 -2.2950 0.7143
C 2.2806 1.8539 -2.3470
C 0.5142 -3.0920 3.3967
C -3.6141 1.0866 -1.9977
C -0.0520 2.2414 3.2516
C 4.1454 0.1693 1.0699
C 2.9877 -0.5322 0.3568
C 3.4077 -1.9209 -0.1184
B -0.1963 2.4600 -1.9628
Be -0.2636 -0.1837 -0.5532
H -4.3589 -2.5099 0.4166
H 1.3732 4.2937 4.4045
H -2.5462 -1.8310 -2.8171
H -2.2433 -0.7735 1.5984
H 0.7961 1.7084 2.8173
H 2.4047 2.6012 -3.1119
H 0.4918 -5.0822 2.6037
H 0.4536 -0.9871 3.8369
H -0.1730 3.1198 -2.9648
H 2.1787 -0.6577 1.0760
H 1.6068 -1.2916 -3.1179
H -4.7397 -0.1182 -0.0063
H -1.5110 -2.2264 -4.1890
H 0.0137 -0.2979 1.5754
H -4.1885 -2.1532 -1.3041
H 2.5536 -2.4889 -0.4800
H -0.3501 6.0965 1.0331
H -3.0721 0.7870 1.6652
H 4.4521 -0.4130 1.9393
H -4.6633 1.0906 -2.2336
H 1.3280 5.4138 3.0371
H -2.7472 -2.4041 -0.3014
H 3.8516 -2.4736 0.7105
H 0.7063 -3.3998 4.4148
H -0.7409 -4.7284 -3.1612
H 1.2420 -2.7369 -4.0588
H -1.5425 -4.6993 -1.5910
H -2.6448 2.5703 -3.3635
H 4.2784 1.1095 -1.7888
H -1.2975 -0.7022 -3.3392
H 5.0114 0.2651 0.4118
H 0.1933 -5.0290 -1.7019
H 2.1994 -2.8632 -2.5871
H -0.4108 5.2916 -1.5849
H 0.0536 -4.4096 0.3128
H 4.1478 -1.8514 -0.9187
H -0.8505 4.2275 3.3181
H 2.1433 3.8587 2.8719
H 0.0092 2.1526 4.3375
H -3.9004 -0.6948 2.1627
H 3.8622 1.1672 1.4049
H -0.9629 1.7495 2.9126

Forces on atoms 1 to 6 (eV/Å):
Si 0.1 0.0 -0.1
N -0.3 0.0 0.0
N 0.0 -0.1 0.0
N 0.0 0.0 0.0
N 0.0 0.0 0.0
N 0.2 0.1 0.0

---

# 3
A 2-piece molecular cluster, C27H42Cl2N2O9S overall, computed with ωB97M-V with the def2-TZVPD basis set.

Output
Structure (SMILES): CC(=O)N(C)[C@@](CCCCS(=O)(=O)O)(C[C@H]1CO1)OC[C@H](C[C@H](C)OCc1ccccc1)OCN=C=O.ClCCCl
Spin multiplicity: 1
Net charge: 0
LUMO energy (eV): 0.23
Energy above the lowest of the compared OMol25 structures with the same formula, charge and spin (eV): 0.000

Element x y z (Å)
Cl -6.7983 -2.9318 -0.8037
Cl -6.4981 -0.8658 1.8826
S 6.5864 3.5920 -1.1832
O 1.0328 -4.5982 -1.2990
O 1.8809 0.1334 -0.3557
O 1.0389 1.7796 1.8401
O 7.9946 3.7032 -1.4583
O -3.5916 0.3875 -1.1815
O 5.1720 -2.7344 0.9764
O 6.3333 4.0719 0.1495
O 0.7470 -0.5887 -3.0090
O 5.8002 4.5277 -2.2318
N 2.1268 -0.3032 2.0475
N 1.7413 -2.7505 -2.6642
C 0.1031 0.1517 -1.9423
C 4.0864 1.5596 0.0588
C -5.0395 1.9159 0.0357
C -6.7522 4.0543 -0.0790
C -2.8433 -1.8655 -1.4754
C 4.3559 -4.0334 1.1186
C 4.0532 0.1141 0.6157
C -4.6883 3.0318 -0.7211
C -5.5619 4.1106 -0.7802
C 1.8427 1.0660 2.3801
C 0.5433 -0.2835 -0.5370
C 1.3887 -3.7565 -2.0554
C -1.4324 0.2125 -2.1978
C -4.0177 0.7703 0.1101
C 4.5711 1.6306 -1.4284
C 0.4749 -1.9497 -2.9627
C -2.3771 -0.4033 -1.1432
C 1.1461 -1.2641 2.5785
C 2.8454 -2.0273 0.3540
C -6.3426 -3.3963 0.8541
C 3.8530 -2.5838 1.4319
C -6.2526 1.8553 0.7267
C 6.1276 1.8795 -1.4168
C -7.0528 -2.5645 1.8932
C 2.5968 -0.5223 0.6758
C -7.1250 2.9451 0.6574
C 2.6271 1.6438 3.5901
H 3.1707 2.1407 0.2246
H 6.1398 5.4206 -2.0476
H 3.4164 2.3059 3.2080
H -3.7329 3.0328 -1.2493
H 1.6521 -2.0362 3.1877
H -1.6396 -0.2885 -3.1583
H -3.1968 1.1602 0.7476
H -8.1299 -2.5677 1.7422
H -5.2639 4.9907 -1.3501
H -6.6115 -4.4448 0.9756
H 0.3379 -1.3490 -0.3338
H 0.1792 -2.2517 -3.9807
H 6.4991 1.3599 -0.5189
H 0.5541 -1.7984 1.8243
H -5.2610 -3.3081 0.9432
H 0.4854 -0.7250 3.2781
H 1.9051 2.2639 4.1389
H -2.7443 -2.1017 -2.5407
H 4.7117 -0.5283 0.0124
H -2.2458 -2.5444 -0.8367
H -8.0649 2.8874 1.2061
H -6.5422 0.9683 1.3359
H -2.0289 -0.3864 -0.1013
H 4.3728 -4.3819 0.0830
H 4.4081 0.6884 -1.9668
H 3.3647 -2.1467 -0.6025
H 6.6393 1.4579 -2.2893
H -4.5056 -0.0806 0.6115
H 5.1420 -4.4503 1.7568
H 4.8668 2.0945 0.6302
H -0.0855 0.2899 0.1751
H 0.4962 1.1727 -2.0701
H -7.4239 4.9157 -0.1107
H -3.8770 -1.9532 -1.1119
H -0.2743 -2.2406 -2.2103
H 1.9408 -2.6430 0.4408
H 3.0109 0.8093 4.1909
H -1.7281 1.2612 -2.3493
H 4.4302 0.1107 1.6475
H -6.8461 -2.9616 2.8867
H 3.6753 -2.3326 2.4886
H 4.1078 2.4765 -1.9588

Forces on atoms 1 to 6 (eV/Å):
Cl 0.0 0.0 0.0
Cl -0.3 -1.6 0.5
S 3.0 1.1 1.6
O 0.8 0.9 -1.6
O -0.3 -1.0 0.0
O 0.0 -0.6 -0.5

---

Please write out number 1 again, unchanged.
C27H42AlCl3N4O3SSi as an isolated structure, computed with ωB97M-V with the def2-TZVPD basis set.

Output
Spin multiplicity: 1
Net charge: 0
LUMO energy (eV): 0.18
Energy above the lowest of the compared OMol25 structures with the same formula, charge and spin (eV): 0.305

Element x y z (Å)
Cl -1.5343 -1.9157 -2.9330
Cl 3.7332 1.4204 0.1434
Cl 2.9524 -1.1127 1.9632
S -1.2185 -0.6921 6.0857
Si -2.6313 -0.2514 -2.5266
Al 2.0802 -0.1107 0.2115
O 0.7450 1.1116 0.6901
O 0.5089 -1.4632 0.4585
O 2.2293 -0.5751 -1.3742
N 0.8250 -1.9030 4.7843
N -0.1202 3.0957 1.3921
N -0.8470 -2.7403 1.7972
N 0.7027 0.4552 4.7319
C 0.9169 2.0511 -5.4814
C 0.0967 4.5223 1.6253
C 2.6683 -0.7119 -2.6767
C -0.7245 3.7729 5.6086
C -1.1833 1.0488 5.9939
C -0.0471 1.4824 5.2590
C 0.1822 2.8555 5.0768
C 0.9907 -0.1541 -4.4913
C -3.7216 0.0617 -3.9989
C 2.4982 -3.2496 -1.9813
C -0.0078 -1.7153 1.5857
C -1.6044 -2.8572 3.0393
C 0.4623 0.7316 -5.4380
C 2.5537 -2.2205 -3.0817
C 2.5686 -2.5982 -4.3875
C -1.4165 1.1675 -2.2946
C 1.9741 0.2760 -3.5931
C -0.8869 -3.8834 0.8828
C 0.2598 -0.7157 5.1269
C -3.3077 -0.7007 -0.8358
C 2.2494 1.6467 -3.4908
C -1.4051 2.5029 1.7863
C -1.8605 3.3288 6.3099
C -2.0990 1.9615 6.4955
C 0.8556 2.3735 0.8544
C 2.4786 -4.0013 -4.8634
C 1.7609 2.5239 -4.4656
H -2.9714 1.5863 7.0283
H -0.2336 0.3434 -6.1870
H -0.7830 4.9524 2.1167
H -1.8555 1.9215 0.9734
H 1.5144 -3.7405 -1.9089
H 2.1491 -4.0158 -5.9042
H 0.2132 -1.1004 2.4842
H 2.7020 -1.8554 -5.1725
H -0.8522 1.2952 -3.2234
H 1.7257 -1.8535 4.3076
H 0.9872 4.6672 2.2541
H -2.3446 -3.6594 2.9107
H 3.4365 -4.5379 -4.8241
H -3.3900 -0.5470 -4.8532
H 0.5877 2.7177 -6.2904
H 3.7480 -0.4843 -2.7546
H -2.0831 3.3238 2.0347
H -2.6482 -0.2867 -0.0678
H 2.0669 3.5730 -4.4596
H 1.0810 3.1632 4.5409
H -1.6344 -4.5884 1.2596
H -1.1622 -3.5721 -0.1323
H 3.2629 -4.0287 -2.1488
H -4.2916 -0.2606 -0.6887
H 0.7212 -1.2034 -4.5262
H -3.6456 1.1232 -4.2729
H -1.8356 2.1389 -2.0097
H 0.2731 5.0394 0.6698
H -0.9323 -3.1067 3.8777
H 2.9299 1.9796 -2.7048
H -0.5500 4.8428 5.4824
H -1.3009 1.8613 2.6720
H 1.7810 2.8738 0.5467
H -2.5703 4.0582 6.7093
H -3.3547 -1.7712 -0.6366
H -4.7722 -0.1876 -3.7904
H -0.6886 0.8780 -1.5249
H 0.0720 -4.4221 0.8419
H 1.7489 -4.5850 -4.2914
H 2.6847 -2.7742 -1.0155
H 0.6470 -2.6690 5.4251
H -2.1095 -1.9067 3.2646

Forces on atoms 1 to 6 (eV/Å):
Cl 0.7 -0.9 -0.4
Cl 0.1 0.5 0.0
Cl 0.1 -0.2 0.3
S 0.2 0.2 -0.1
Si 0.7 0.7 0.7
Al 0.2 -0.1 0.6

---

Question: net charge of number 3 (C27H42Cl2N2O9S)?
Answer: 0